Entry 1:
A molecular structure, C34H39GeN5OsSSeTe at a distorted geometry. Source: the OMol25 dataset; level of theory: wB97M-V/def2-TZVPD.

CARTESIAN COORDINATES (ANGSTROEM)
Os1 0.648 1.590 0.509
C1 1.484 0.438 -5.008
C2 0.367 0.403 -4.186
C3 0.504 0.499 -2.819
C4 1.771 0.597 -2.220
C5 2.886 0.702 -3.070
C6 2.735 0.618 -4.440
N1 1.872 0.661 -0.838
C7 3.012 0.202 -0.208
C8 3.907 -0.753 -0.702
C9 5.000 -1.142 0.051
C10 5.235 -0.604 1.313
C11 4.351 0.308 1.855
C12 3.234 0.700 1.117
N2 2.204 1.468 1.576
N3 2.230 2.011 2.794
C13 1.052 2.529 3.132
C14 0.834 3.026 4.436
C15 -0.413 3.447 4.801
C16 -1.449 3.414 3.855
C17 -1.177 2.975 2.584
N4 0.026 2.523 2.202
H1 1.373 0.367 -6.080
H2 -0.618 0.314 -4.623
H3 -0.372 0.515 -2.185
H4 3.862 0.899 -2.647
H5 3.602 0.713 -5.079
H6 3.716 -1.225 -1.656
H7 5.680 -1.880 -0.348
H8 6.091 -0.928 1.887
H9 4.486 0.707 2.850
H10 1.667 3.020 5.118
H11 -0.617 3.790 5.804
H12 -2.448 3.720 4.117
H13 -1.946 2.970 1.822
Te1 0.797 -1.049 2.560
C18 -0.536 -2.346 3.528
C19 -0.298 -3.627 3.939
C20 -1.398 -4.236 4.570
C21 -2.475 -3.412 4.658
S1 -2.152 -1.873 3.964
H14 0.648 -4.111 3.787
H15 -1.385 -5.246 4.942
H16 -3.440 -3.613 5.080
C22 -1.858 -5.773 -2.201
Ge1 -1.285 -4.573 -0.724
C23 -2.521 -4.768 0.822
C24 0.578 -4.920 -0.146
C25 -1.338 -2.708 -1.450
Se1 -0.646 -1.358 -0.185
C26 -2.334 -0.990 0.700
H17 -1.801 -6.808 -1.879
H18 -1.226 -5.657 -3.076
H19 -2.885 -5.571 -2.494
H20 -2.623 -5.820 1.078
H21 -3.511 -4.377 0.601
H22 -2.128 -4.254 1.695
H23 0.662 -5.905 0.302
H24 0.886 -4.181 0.590
H25 1.267 -4.866 -0.984
H26 -2.332 -2.388 -1.762
H27 -0.669 -2.644 -2.310
H28 -2.688 -1.883 1.209
H29 -3.049 -0.674 -0.059
H30 -2.162 -0.192 1.423
C27 -3.348 2.682 -0.797
C28 -2.382 3.528 -1.574
C29 -2.835 4.522 -2.413
C30 -1.957 5.353 -3.092
C31 -0.590 5.190 -2.906
C32 -0.082 4.210 -2.085
C33 1.395 4.040 -1.918
C34 -0.977 3.325 -1.396
N5 -0.521 2.368 -0.624
H31 -4.190 2.375 -1.415
H32 -3.751 3.247 0.047
H33 -2.838 1.800 -0.413
H34 -3.902 4.660 -2.528
H35 -2.328 6.122 -3.752
H36 0.101 5.855 -3.405
H37 1.938 4.892 -2.326
H38 1.740 3.143 -2.439
H39 1.646 3.917 -0.857

The value obtained for the HOMO energy (spin up / spin down) is -6.366 / -6.396 eV. As for the energy above the lowest of the compared OMol25 structures with the same formula, charge and spin: 52.1 kcal/mol. The LUMO energy (spin up / spin down) is -1.66 / -1.67 eV. Its gap between HOMO and LUMO (spin up / spin down) is 4.709 / 4.725 eV. The total energy is -6827.8887 Ha. The calculation puts the maximum force at 4.985 eV/Å.

Table of Löwdin atomic charges, one value per atom, all in e: number 1, Os, carries 1.360; number 2, C, carries -0.108; number 3, C, carries -0.089; number 4, C, carries -0.093; number 5, C, carries -0.319; number 6, C, carries -0.055; number 7, C, carries -0.091; number 8, N, carries -0.132; number 9, C, carries -0.262; number 10, C, carries -0.036; number 11, C, carries -0.080; number 12, C, carries -0.100; number 13, C, carries -0.033; number 14, C, carries -0.310; number 15, N, carries -0.321; number 16, N, carries 0.052; number 17, C, carries -0.394; number 18, C, carries -0.009; number 19, C, carries -0.070; number 20, C, carries -0.072; number 21, C, carries -0.139; number 22, N, carries -0.111; number 23, H, carries 0.094; number 24, H, carries 0.102; number 25, H, carries 0.040; number 26, H, carries 0.114; number 27, H, carries 0.101; number 28, H, carries 0.112; number 29, H, carries 0.102; number 30, H, carries 0.098; number 31, H, carries 0.107; number 32, H, carries 0.113; number 33, H, carries 0.107; number 34, H, carries 0.099; number 35, H, carries 0.095; number 36, Te, carries 1.016; number 37, C, carries -0.993; number 38, C, carries -0.269; number 39, C, carries -0.209; number 40, C, carries -0.419; number 41, S, carries 0.920; number 42, H, carries 0.095; number 43, H, carries 0.101; number 44, H, carries 0.059; number 45, C, carries -0.222; number 46, Ge, carries 0.798; number 47, C, carries -0.201; number 48, C, carries -0.208; number 49, C, carries -0.558; number 50, Se, carries 0.748; number 51, C, carries -0.424; number 52, H, carries 0.009; number 53, H, carries 0.012; number 54, H, carries 0.012; number 55, H, carries 0.018; number 56, H, carries 0.019; number 57, H, carries -0.011; number 58, H, carries 0.015; number 59, H, carries -0.005; number 60, H, carries 0.017; number 61, H, carries 0.015; number 62, H, carries 0.008; number 63, H, carries -0.015; number 64, H, carries 0.022; number 65, H, carries -0.012; number 66, C, carries -0.038; number 67, C, carries -0.192; number 68, C, carries -0.053; number 69, C, carries -0.050; number 70, C, carries -0.045; number 71, C, carries -0.181; number 72, C, carries -0.034; number 73, C, carries -0.293; number 74, N, carries -0.098; number 75, H, carries 0.085; number 76, H, carries 0.087; number 77, H, carries 0.046; number 78, H, carries 0.114; number 79, H, carries 0.106; number 80, H, carries 0.112; number 81, H, carries 0.083; number 82, H, carries 0.072; number 83, H, carries 0.066


Entry 2:
C5H5NOS in the gas phase at a distorted geometry. Source: the OMol25 dataset; level of theory: wB97M-V/def2-TZVPD.

CARTESIAN COORDINATES (ANGSTROEM)
C1 -0.878 0.984 -1.485
C2 0.451 -0.817 0.201
C3 0.811 -2.194 0.469
C4 0.396 0.102 1.220
C5 0.028 1.488 1.209
H1 -1.283 1.056 -2.485
H2 -1.657 1.183 -0.752
H3 -0.191 1.800 -1.473
H4 0.833 -2.801 -0.460
H5 0.843 -0.103 2.209
N1 -0.113 2.621 1.223
O1 0.841 -2.675 1.606
S1 -0.082 -0.645 -1.483

The value obtained for the HOMO energy is -9.314 eV. As for the energy above the lowest of the compared OMol25 structures with the same formula, charge and spin: 45.0 kcal/mol. As for the SMILES: CS/C(C=O)=C\C#N. The LUMO energy is -1.20 eV. Its gap between HOMO and LUMO is 8.110 eV. The total energy is -721.6479 Ha. The calculation puts the maximum force at 3.001 eV/Å.

Table of natural (NBO) atomic charges, one value per atom, all in e: number 1, C, carries -0.755; number 2, C, carries -0.221; number 3, C, carries 0.379; number 4, C, carries -0.306; number 5, C, carries 0.248; number 6, H, carries 0.239; number 7, H, carries 0.243; number 8, H, carries 0.238; number 9, H, carries 0.134; number 10, H, carries 0.270; number 11, N, carries -0.302; number 12, O, carries -0.480; number 13, S, carries 0.313